Record 1
Here is one molecule with the formula CHCl2O2P in a non-equilibrium geometry from the OMol25 dataset. Energies are from ωB97M-V with the def2-TZVPD basis set.

Structure (ORCA input):
```
! wB97M-V def2-TZVPD RIJCOSX def2/J DEFGRID3
* xyz 0 3
C -1.940 0.354 -0.549
O 2.928 0.125 -0.067
O 2.568 -1.255 -0.227
P 1.825 -0.417 0.956
Cl -0.192 0.206 -0.384
Cl -2.595 1.492 0.537
H -2.593 -0.505 -0.266
*
```

Computed properties:
HOMO-LUMO gap (spin up / spin down): 6.93 / 8.94 eV
LUMO (spin up / spin down): -0.198 / -1.719 eV

natural (NBO) population analysis, charges in e, atoms 1 to 6: atom 1 (C): -0.25, atom 2 (O): -0.51, atom 3 (O): -0.50, atom 4 (P): 1.07, atom 5 (Cl): -0.03, atom 6 (Cl): 0.03

---

Record 2
Here is C4H9NO as an isolated structure in a non-equilibrium geometry from the OMol25 dataset. Energies are from ωB97M-V with the def2-TZVPD basis set.

Structure (ORCA input):
```
! wB97M-V def2-TZVPD RIJCOSX def2/J DEFGRID3
* xyz 0 1
C -0.953 1.036 -0.645
N -0.657 -0.394 -0.391
C -1.026 -0.771 0.976
C 0.699 -0.937 -0.601
C 1.732 -0.266 0.043
O 1.691 0.952 0.667
H -2.003 1.119 -0.875
H -0.675 1.583 0.251
H -0.429 1.422 -1.524
H -0.272 -0.270 1.620
H -0.945 -1.845 1.138
H -2.004 -0.405 1.308
H 0.796 -1.375 -1.586
H 1.340 0.900 -0.429
H 2.708 -0.749 0.050
*
```

Computed properties:
HOMO-LUMO gap: 9.32 eV
LUMO: 0.859 eV

natural (NBO) population analysis, charges in e, atoms 1 to 6: atom 1 (C): -0.43, atom 2 (N): -0.49, atom 3 (C): -0.42, atom 4 (C): -0.15, atom 5 (C): 0.04, atom 6 (O): -0.66

---

Computed energy relative to the best compared isomer or geometry (same formula, charge and spin), in the same sequence as the records: 20.0, 121.5 kcal/mol.